(1)
The following is a DFT calculation (wB97M-V/def2-TZVPD) of a molecular structure, C59H120F15MgN7O13S5 at a distorted geometry.

Values from the calculation:
- lowest unoccupied orbital energy (Eh) = -0.328
- total charge = +4
- molar mass (g/mol) = 1605.26
- highest occupied orbital energy (eV) = -11.30

Positions of all 220 atoms, in Å:
Mg  7.22751  2.28868  -3.36339
C  -4.02627  -5.98701  -5.25366
C  -5.40092  -6.33988  -5.87186
C  -5.52917  -7.89471  -6.21187
N  -6.94165  -8.32095  -6.76283
C  -8.18768  -7.58316  -6.14398
C  -8.34360  -8.08433  -4.66273
C  -8.52082  -9.61942  -4.61838
C  -7.35498  -10.37607  -5.25376
C  -7.13595  -9.84037  -6.67376
C  -6.86397  -8.01261  -8.28341
H  -3.98393  -4.91432  -5.06486
H  -3.31526  -6.23957  -6.04029
H  -3.84411  -6.59796  -4.36954
H  -5.51416  -5.71030  -6.75442
H  -6.21012  -6.09064  -5.18545
H  -5.36984  -8.33765  -5.22875
H  -4.68501  -8.18810  -6.83591
H  -8.16717  -6.50571  -6.30764
H  -9.03688  -8.03929  -6.65281
H  -7.47637  -7.79525  -4.06907
H  -9.22394  -7.61747  -4.22100
H  -8.54630  -9.93633  -3.57578
H  -9.45487  -10.05610  -4.97188
H  -6.41744  -10.22700  -4.71812
H  -7.57352  -11.42220  -5.46810
H  -6.24254  -10.34341  -7.04371
H  -7.96954  -10.06944  -7.33764
H  -6.80848  -6.92895  -8.38686
H  -7.69985  -8.43380  -8.84198
H  -6.01583  -8.47176  -8.79128
C  -4.29005  13.57004  1.62080
C  -3.27593  12.47191  1.35289
C  -3.73108  11.05093  1.68376
N  -2.70234  9.94261  1.47775
C  -3.22441  8.63078  2.11961
C  -2.89025  8.45275  3.61939
C  -1.47067  8.94291  3.98670
C  -1.11429  10.29339  3.49172
C  -1.26634  10.36184  1.93019
C  -2.71041  9.58193  -0.05655
H  -3.81908  14.54960  1.53866
H  -4.40488  13.56496  2.70473
H  -5.24158  13.44792  1.10334
H  -2.45652  12.74828  2.01644
H  -3.01284  12.50149  0.29553
H  -4.57687  10.75513  1.06308
H  -4.04422  10.92926  2.72069
H  -4.30022  8.61401  1.94508
H  -2.74309  7.79277  1.61547
H  -3.58639  9.06159  4.19628
H  -2.97958  7.42923  3.98343
H  -1.35094  8.95276  5.07006
H  -0.69716  8.29959  3.56726
H  -1.63991  11.07291  4.04325
H  -0.06032  10.35275  3.76325
H  -0.92307  11.30732  1.51028
H  -0.67417  9.53292  1.54247
H  -2.58409  10.53734  -0.56579
H  -3.66993  9.12407  -0.29694
H  -1.85721  8.90454  -0.09239
C  3.47409  -6.26638  5.36938
C  4.70147  -6.93925  4.83193
C  4.44575  -8.50031  4.80514
N  5.51965  -9.32264  4.10439
C  5.36195  -10.84834  4.45119
C  6.23593  -11.86298  3.81474
C  6.22041  -11.69042  2.27193
C  6.36136  -10.20069  1.81238
C  5.35864  -9.25847  2.56526
C  6.94033  -8.79620  4.48358
H  2.57979  -6.50314  4.79295
H  3.62695  -5.18720  5.37961
H  3.18873  -6.54713  6.38322
H  5.61720  -6.66105  5.35361
H  4.80320  -6.63227  3.79100
H  3.55206  -8.70270  4.21483
H  4.34327  -8.85355  5.83121
H  4.35054  -11.11628  4.14568
H  5.27641  -10.90612  5.53630
H  5.81828  -12.83049  4.09332
H  7.23913  -11.85710  4.24093
H  5.27579  -12.11540  1.93256
H  6.95279  -12.28571  1.72662
H  6.15256  -10.18947  0.74262
H  7.40870  -9.92062  1.92519
H  4.32431  -9.56297  2.40544
H  5.39913  -8.27608  2.09474
H  7.17937  -7.77173  4.19824
H  7.67681  -9.44808  4.01373
H  7.06896  -8.87176  5.56333
C  -3.18130  0.33193  -9.80958
C  -2.91650  1.24523  -8.64196
C  -4.10403  2.16129  -8.41918
N  -3.92447  3.32355  -7.36891
C  -4.81421  4.55036  -7.71878
C  -6.24889  4.24526  -7.46248
C  -6.47794  3.80254  -6.00716
C  -5.63980  2.53156  -5.65834
C  -4.13578  2.90145  -5.90003
C  -2.46595  3.94702  -7.51903
H  -2.48049  -0.48216  -9.99459
H  -3.06154  0.90916  -10.72640
H  -4.18403  -0.09448  -9.83796
H  -1.95480  1.74974  -8.73531
H  -2.85765  0.63698  -7.73937
H  -4.94329  1.52978  -8.12775
H  -4.35350  2.61034  -9.38054
H  -4.62761  4.90654  -8.73189
H  -4.49453  5.40055  -7.11622
H  -6.68118  3.43870  -8.05467
H  -6.78614  5.19172  -7.52304
H  -7.54748  3.60893  -6.08895
H  -6.30917  4.63743  -5.32704
H  -5.95665  1.71701  -6.30965
H  -5.91051  2.35618  -4.61716
H  -3.48540  2.03073  -5.81672
H  -3.68779  3.64946  -5.24591
H  -2.25870  4.68899  -6.74790
H  -2.45927  4.36286  -8.52657
H  -1.73146  3.16272  -7.33605
C  -11.73313  -5.88297  6.35337
C  -11.18410  -4.44777  5.85445
C  -9.69241  -4.36823  5.69388
N  -9.19328  -3.22933  4.70019
C  -9.56534  -3.58131  3.26369
C  -9.03071  -2.59485  2.16329
C  -7.47666  -2.56904  2.41253
C  -7.05080  -2.11661  3.78720
C  -7.71558  -2.92037  4.89928
C  -9.88017  -1.84723  5.00478
H  -11.35859  -5.92073  7.37630
H  -11.30127  -6.71419  5.79599
H  -12.82061  -5.95301  6.32897
H  -11.55546  -3.65083  6.49871
H  -11.62280  -4.14731  4.90295
H  -9.15188  -5.25815  5.37145
H  -9.23413  -4.02934  6.62298
H  -9.22554  -4.58934  3.02598
H  -10.64820  -3.70391  3.24168
H  -9.24565  -3.04428  1.19380
H  -9.50794  -1.61487  2.16479
H  -7.07030  -3.57977  2.37519
H  -6.85257  -1.97985  1.74061
H  -5.97828  -2.29277  3.86944
H  -7.24811  -1.06624  4.00141
H  -7.17663  -3.86427  4.98113
H  -7.47577  -2.55679  5.89848
H  -9.50256  -1.08427  4.32405
H  -9.55351  -1.50038  5.98513
H  -10.94251  -2.01919  4.83164
C  11.92376  5.86203  6.97217
C  10.55181  5.43834  6.58375
C  9.46584  5.80343  7.65284
N  7.98559  5.37347  7.27845
C  7.17020  5.55520  8.61514
C  5.76609  5.13502  8.45664
C  5.70760  3.62296  8.10707
C  6.51594  3.31730  6.85969
C  7.97828  3.83408  6.88707
C  7.48640  6.34625  6.20994
H  11.89900  6.92201  7.22501
H  12.67054  5.56303  6.23663
H  12.13094  5.30104  7.88347
H  10.58131  4.36984  6.37036
H  10.25737  5.90323  5.64286
H  9.61546  6.83748  7.96342
H  9.69837  5.24971  8.56247
H  7.66066  4.97961  9.40016
H  7.25903  6.57596  8.98696
H  5.34137  5.17482  9.45970
H  5.19446  5.78335  7.79256
H  6.02684  3.01234  8.95165
H  4.68938  3.26891  7.94589
H  6.65028  2.24253  6.73753
H  5.97342  3.64086  5.97139
H  8.62325  3.19781  7.49311
H  8.31222  3.88604  5.85079
H  7.83814  6.19441  5.18949
H  7.75925  7.37484  6.44585
H  6.40017  6.33408  6.12022
C  9.90297  -2.46562  1.01267
F  10.73229  -2.72809  2.04948
F  9.84646  -3.48487  0.10208
F  8.65559  -2.08329  1.35942
S  10.73133  -1.01587  0.11444
O  11.92420  -1.62448  -0.39880
O  9.75998  -0.55989  -0.89675
O  10.96255  0.01620  1.11817
C  5.04248  -3.53445  -6.36266
F  4.29259  -3.12233  -5.28351
F  6.10418  -4.30881  -5.91540
F  4.27578  -4.31113  -7.07720
S  5.57957  -1.94442  -7.26030
O  5.90521  -1.04477  -6.13167
O  6.75928  -2.39932  -8.03433
O  4.47483  -1.47666  -8.08879
C  1.64513  0.92571  0.42019
F  1.27128  0.07857  -0.59528
F  0.67131  1.19540  1.39528
F  2.70440  0.37915  1.02022
S  2.14641  2.55160  -0.44208
O  2.28994  3.67558  0.52915
O  3.42644  2.19926  -1.04665
O  1.14133  2.78898  -1.49218
C  11.61381  5.60603  -4.54943
F  11.21319  5.23174  -3.34771
F  11.87659  6.88020  -4.63629
F  12.73018  4.82901  -4.77664
S  10.12732  5.16117  -5.74931
O  10.35486  5.92224  -6.97518
O  10.04020  3.71419  -5.84913
N  8.64359  5.46337  -4.85368
S  8.12985  6.79790  -5.53549
O  9.18523  7.83818  -5.62928
O  7.37109  6.53943  -6.76155
C  6.82889  7.44560  -4.24959
F  7.35318  7.06807  -3.04850
F  6.64211  8.74936  -4.45123
F  5.66382  6.86401  -4.57032

Cartesian forces (eV/Å) of the 6 atoms listed first:
Mg 0.5 0.2 -0.6
C -0.9 -0.8 -1.0
C -0.3 -0.8 -0.3
C -0.6 2.0 1.6
N 1.2 0.3 -1.7
C 0.6 -2.1 1.0

Löwdin atomic charge list, values in e, 6 entries: Mg 1.409; C -0.080; C -0.229; C -0.079; N -0.214; C -0.058



(2)
The following is a DFT calculation (wB97M-V/def2-TZVPD) of a single C4H2O3 molecule at a distorted geometry.

Values from the calculation:
- lowest unoccupied orbital energy (Eh) = -0.014
- molar mass (g/mol) = 98.06
- energy relative to the best compared isomer or geometry (same formula, charge and spin) (kcal/mol) = 195.8
- highest occupied orbital energy (eV) = -9.45

Positions of all 9 atoms, in Å:
C  1.40379  0.84861  0.94798
C  0.49808  -0.02784  0.17151
C  -0.81722  -1.13283  0.05545
C  -1.09777  0.21502  -0.05611
O  -0.72682  -2.30948  0.04589
O  2.16863  0.91613  -0.14638
O  1.37802  0.07484  -0.96630
H  -1.27910  0.70876  0.94780
H  -1.52761  0.70679  -0.99985

Cartesian forces (eV/Å) of the 6 atoms listed first:
C -0.7 -0.1 -0.5
C -1.3 0.3 -0.7
C 3.4 -2.2 1.1
C 0.3 2.7 0.0
O -1.4 1.2 -0.4
O 0.3 0.2 1.2

Löwdin atomic charge list, values in e, 6 entries: C 0.044; C -0.295; C -0.243; C 0.022; O 0.202; O -0.032



(3)
The following is a DFT calculation (wB97M-V/def2-TZVPD) of a single C4H5NO2 molecule.

Values from the calculation:
- lowest unoccupied orbital energy (Eh) = 0.032
- molar mass (g/mol) = 99.09
- energy relative to the best compared isomer or geometry (same formula, charge and spin) (kcal/mol) = 25.6
- structure (SMILES) = O=C1NC[C@H]2O[C@@H]12
- highest occupied orbital energy (eV) = -9.75

Positions of all 12 atoms, in Å:
O  -1.40468  -1.36784  1.68132
C  -0.75201  -0.72460  0.87973
N  -0.22513  -1.17519  -0.29961
C  0.68528  -0.25829  -0.96214
C  0.44522  1.04377  -0.21344
O  -0.91459  1.43332  -0.16513
C  -0.37288  0.74182  0.96171
H  -0.50762  -2.05843  -0.69291
H  0.48423  -0.17732  -2.03520
H  1.72819  -0.57119  -0.82088
H  1.17782  1.84741  -0.24725
H  -0.34384  1.26655  1.91380

Cartesian forces (eV/Å) of the 6 atoms listed first:
O 0.4 0.4 -0.5
C -0.3 -0.3 0.3
N 0.0 0.0 0.1
C 0.0 0.1 0.0
C 0.3 -0.1 0.0
O 0.0 0.2 -0.1

Löwdin atomic charge list, values in e, 6 entries: O 0.070; C -0.424; N 0.085; C -0.112; C -0.223; O 0.028